C12H12F3NO4S | wB97M-V/def2-TZVPD

Output
Charge: 0
Electronic energy, eV: -41307.472
Energy relative to the best compared isomer or geometry (same formula, charge and spin), kJ/mol: 0.0
Max |F|, eV Å⁻¹: 1.7

Geometry (Å):
S  4.29646  -0.40145  1.05607
F  -4.12048  2.08069  -1.76232
F  -5.20435  0.42719  -2.60814
F  -5.63859  1.08870  -0.60921
O  5.35699  -0.30566  0.06701
O  1.40212  -1.86896  1.88896
O  2.44075  1.72909  -0.83869
O  4.40670  2.71643  -0.47250
N  0.74472  -0.11404  0.62666
C  -0.53169  0.06257  1.28789
C  -2.76480  -2.29774  -0.64946
C  3.58025  1.34803  1.23110
C  -1.66108  -0.44752  0.43012
C  3.38882  1.94595  -0.11730
C  -3.60661  -0.07773  -0.92657
C  1.59871  -1.10068  0.96825
C  -3.70121  -1.43556  -1.19482
C  -2.59257  0.41978  -0.11846
C  2.85578  -1.14295  0.13402
C  -1.75404  -1.80836  0.15731
C  -4.63139  0.87087  -1.47992
H  2.65053  1.23428  1.77900
H  -2.53590  1.48025  0.07750
H  -0.48320  -0.51410  2.21722
H  4.32173  1.90644  1.79670
H  0.97445  0.50581  -0.14062
H  -4.49441  -1.80793  -1.82427
H  3.15642  -2.17829  -0.02412
H  2.76153  -0.62999  -0.81996
H  -2.82975  -3.35523  -0.85303
H  -1.02714  -2.48029  0.58867
H  4.31595  3.02919  -1.38655
H  -0.67472  1.12120  1.51946

Listed below, in e, are the natural (NBO) charges computed for each atom: 1.32 -0.32 -0.32 -0.33 -0.96 -0.63 -0.63 -0.66 -0.62 -0.25 -0.20 -0.72 -0.02 0.79 -0.08 0.65 -0.21 -0.21 -0.70 -0.18 0.96 0.26 0.23 0.25 0.26 0.43 0.23 0.26 0.25 0.22 0.23 0.51 0.20

***

C12H12F6INO5 | wB97M-V/def2-TZVPD

Output
SMILES: CCOC[C@@H]1C[C@](I)(C(=O)C(F)(F)C(F)(F)C(F)(F)C(=O)O)NC1=O
Charge: 0
Electronic energy, eV: -48761.250
Max |F|, eV Å⁻¹: 9.6

Geometry (Å):
I  -1.34240  -1.32777  2.17587
F  6.28046  -1.38613  1.90428
F  4.39162  -2.48487  0.17182
F  4.16250  -0.07043  0.52635
F  1.98030  -2.47395  2.58920
F  4.85035  -2.88892  3.08180
F  1.89828  -0.16922  1.94702
O  3.82224  -0.30284  4.70627
O  5.35765  0.84213  3.25659
O  -3.50058  1.48619  -2.52360
O  1.57691  -2.71863  -0.80079
O  -1.62128  -1.67801  -3.16307
N  -1.17689  -2.07563  -0.63507
C  -2.04543  1.45773  -2.30977
C  3.89287  -1.44243  1.09783
C  4.87801  -1.53415  2.44651
C  1.30449  -1.90923  0.23187
C  -1.74446  0.22792  -1.24139
C  4.66083  -0.29485  3.49688
C  -4.01788  2.85352  -2.68826
C  -1.50527  -1.29531  -1.88841
C  2.30319  -1.54793  1.47940
C  -0.40521  0.29369  -0.29789
C  -0.23862  -1.26390  0.23760
C  -5.36461  2.94634  -1.70097
H  -3.30247  3.70442  -2.32251
H  -4.39517  3.11218  -3.77106
H  -1.60748  2.43466  -1.80576
H  -5.97529  1.94032  -1.68273
H  -1.00359  -3.10098  -0.72020
H  -2.79841  0.06558  -0.71266
H  -5.07812  3.20768  -0.58330
H  -1.41921  1.20989  -3.29187
H  -6.09112  3.77986  -2.08452
H  3.46250  -1.24319  4.86434
H  -0.76191  0.83708  0.70331
H  0.57318  0.80915  -0.69311

Listed below, in e, are the natural (NBO) charges computed for each atom: 0.13 -0.31 -0.29 -0.31 -0.31 -0.33 -0.33 -0.64 -0.48 -0.55 -0.44 -0.56 -0.70 -0.07 0.62 0.58 0.47 -0.33 0.68 -0.08 0.69 0.57 -0.47 0.00 -0.65 0.18 0.19 0.18 0.23 0.43 0.27 0.21 0.21 0.21 0.50 0.25 0.26

***

Among the records above, which one has the lowest electronic energy?
C12H12F6INO5

***

Look up the electronic energy of the second one.
-48761.250 eV